{
  "formula": "C28H32N6O3S",
  "method": "wB97M-V/def2-TZVPD",
  "symbols": ["C", "O", "C", "C", "C", "C", "C", "C", "N", "N", "N", "N", "C", "S", "O", "O", "C", "C", "C", "C", "C", "C", "C", "N", "C", "C", "N", "C", "C", "C", "C", "C", "C", "C", "C", "C", "C", "C", "H", "H", "H", "H", "H", "H", "H", "H", "H", "H", "H", "H", "H", "H", "H", "H", "H", "H", "H", "H", "H", "H", "H", "H", "H", "H", "H", "H", "H", "H", "H", "H"],
  "positions_angstrom": [[2.3314, -0.9211, -7.1513], [2.7392, -1.0384, -5.8091], [1.9289, -0.5466, -4.8361], [0.7008, 0.0699, -5.0530], [-0.0379, 0.5334, -3.9782], [0.4207, 0.3959, -2.6769], [-0.4557, 0.8725, -1.5348], [-1.5813, -0.0983, -1.4143], [-2.8483, 0.2052, -1.5798], [-3.5309, -0.9263, -1.4952], [-2.7648, -1.9103, -1.2925], [-1.5048, -1.4467, -1.2293], [-0.4290, -2.3236, -0.9732], [-0.3715, -2.8723, 0.8179], [0.4406, -1.9356, 1.5443], [0.0640, -4.2404, 0.7720], [-2.0603, -2.7745, 1.3853], [-2.4345, -1.7519, 2.2330], [-3.7630, -1.6390, 2.6026], [-4.7101, -2.5403, 2.1272], [-6.1537, -2.3904, 2.4872], [-4.2995, -3.5756, 1.2910], [-2.9760, -3.6950, 0.9132], [0.2749, 1.0075, -0.2850], [1.2328, 2.1009, -0.3368], [2.0698, 2.0815, 0.9352], [1.2078, 2.2930, 2.0821], [1.9684, 2.3856, 3.3163], [2.8106, 3.6320, 3.3411], [4.1324, 3.6005, 3.7615], [4.8877, 4.7606, 3.7939], [4.3299, 5.9636, 3.3985], [3.0122, 6.0023, 2.9725], [2.2571, 4.8448, 2.9474], [0.2137, 1.2368, 2.1315], [-0.6050, 1.2443, 0.8465], [1.6480, -0.2254, -2.4628], [2.3939, -0.6859, -3.5267], [3.1278, -1.3723, -7.7406], [1.3961, -1.4589, -7.3360], [2.2136, 0.1267, -7.4452], [0.3088, 0.1972, -6.0493], [-0.9913, 1.0094, -4.1576], [-0.9338, 1.8302, -1.8253], [-0.5553, -3.2466, -1.5370], [0.5256, -1.8492, -1.1829], [-1.6817, -1.0709, 2.5977], [-4.0680, -0.8391, 3.2609], [-6.6250, -3.3620, 2.6140], [-6.6737, -1.8681, 1.6842], [-6.2727, -1.8138, 3.4007], [-5.0272, -4.2831, 0.9243], [-2.6425, -4.4890, 0.2655], [1.8772, 1.9856, -1.2093], [0.7151, 3.0730, -0.4127], [2.8113, 2.8831, 0.9010], [2.5955, 1.1125, 1.0042], [1.2494, 2.4317, 4.1422], [2.6035, 1.4956, 3.4740], [4.5741, 2.6624, 4.0673], [5.9153, 4.7235, 4.1254], [4.9200, 6.8681, 3.4211], [2.5731, 6.9395, 2.6620], [1.2310, 4.8624, 2.6132], [-0.4488, 1.4223, 2.9817], [0.6756, 0.2423, 2.2432], [-1.3565, 0.4539, 0.8954], [-1.1272, 2.2120, 0.7453], [2.0264, -0.3289, -1.4566], [3.3486, -1.1621, -3.3704]],
  "mulliken_charge": [-0.865, -0.454, 0.761, -0.746, -0.894, -0.028, 0.490, -0.505, -0.366, -0.834, -0.246, 1.003, -0.397, 1.358, -0.588, -0.757, -0.093, -0.357, -0.779, 0.959, -1.518, -0.693, -0.473, 0.863, -0.915, -0.910, 0.257, -1.092, 0.546, -0.417, -0.597, -0.386, -0.600, -0.178, -1.082, -0.534, -0.035, -0.942, 0.248, 0.342, 0.346, 0.435, 0.466, 0.362, 0.539, -0.149, 0.615, 0.389, 0.397, 0.295, 0.381, 0.398, 0.415, 0.621, 0.299, 0.550, 0.203, 0.408, 0.349, 0.355, 0.377, 0.378, 0.382, 0.380, 0.504, 0.263, 0.365, 0.194, 0.464, 0.471],
  "largest_force_ev_per_a": 1.74,
  "homo_energy_ha": -0.321,
  "total_charge": 0,
  "mol_weight_g_mol": 532.7,
  "energy_ha": -2038.55221,
  "smiles": "COc1ccc([C@@H](c2nnnn2CS(=O)(=O)c2ccc(C)cc2)N2CCN(Cc3ccccc3)CC2)cc1"
}